Model w:
C28H84O14S14 | the ωB97M-V functional and the def2-TZVPD basis

Atoms and positions in Å:
C1 19.87299 3.39652 -13.42753
S1 18.91465 4.64584 -12.38292
O1 17.95389 5.36317 -13.37392
C2 18.11133 3.23240 -11.41901
H1 20.69396 3.07718 -12.78558
H2 20.22513 3.95498 -14.29484
H3 19.14212 2.65265 -13.74470
H4 17.39041 3.75829 -10.79306
H5 18.82693 2.76870 -10.74003
H6 17.59327 2.43313 -11.94898
C3 18.79729 -0.85897 -16.47603
S2 17.94318 -1.96254 -15.29432
O2 16.49742 -1.44848 -15.24530
C4 17.83951 -3.41814 -16.51889
H7 18.12393 -0.58142 -17.28700
H8 19.50577 -1.44755 -17.05887
H9 19.41525 -0.05835 -16.06953
H10 18.87498 -3.57411 -16.82152
H11 17.23471 -3.11617 -17.37395
H12 17.48001 -4.37820 -16.14856
C5 26.38755 -0.76540 -17.49609
S3 25.69127 0.83195 -18.15648
O3 26.55605 2.04903 -17.79346
C6 26.14497 0.46237 -19.93840
H13 26.47333 -0.81805 -16.41075
H14 27.40483 -0.91644 -17.85723
H15 25.92385 -1.70552 -17.79484
H16 26.40367 -0.58730 -20.07757
H17 27.09058 1.00128 -19.99767
H18 25.36951 0.80690 -20.62255
C7 22.47944 3.50524 -17.45216
S4 21.26097 2.39366 -16.62522
O4 20.10892 2.14290 -17.59107
C8 22.33658 0.83659 -16.85442
H19 22.57114 2.94287 -18.38137
H20 23.42684 3.48630 -16.91349
H21 22.16075 4.54436 -17.53442
H22 21.77542 -0.06361 -16.60374
H23 23.13409 0.89773 -16.11392
H24 22.83250 0.71001 -17.81678
C9 25.11715 -2.95833 -13.16479
S5 25.80786 -1.39058 -13.82301
O5 24.69096 -0.51491 -14.30262
C10 26.51725 -0.79211 -12.16829
H25 24.80962 -3.61817 -13.97604
H26 24.18302 -2.77446 -12.63405
H27 25.84923 -3.36152 -12.46508
H28 27.25979 -1.52121 -11.84403
H29 25.71320 -0.64235 -11.44776
H30 27.07852 0.13803 -12.25734
C11 19.54397 7.18610 -19.68997
S6 19.43716 5.27916 -19.87525
O6 18.46790 4.98830 -20.97635
C12 21.11353 4.88194 -20.55672
H31 18.59825 7.71669 -19.57955
H32 20.09440 7.57326 -20.54742
H33 20.15003 7.45243 -18.82402
H34 21.36428 5.54225 -21.38691
H35 21.23026 3.83969 -20.85368
H36 22.01472 5.09076 -19.98025
C13 21.12780 -5.24487 -15.90927
S7 21.18559 -3.64245 -15.05256
O7 21.84455 -4.00802 -13.72788
C14 22.50119 -2.85823 -16.05250
H37 20.44214 -5.30942 -16.75415
H38 20.78492 -5.93501 -15.13840
H39 22.14923 -5.48945 -16.20071
H40 22.07303 -2.56968 -17.01245
H41 23.40632 -3.42263 -16.27676
H42 22.77129 -1.95074 -15.51251
C15 19.36846 1.74513 -21.27641
S8 18.81690 0.25376 -20.37644
O8 18.02565 -0.52432 -21.40328
C16 20.60876 -0.35197 -20.18044
H43 19.68659 2.45844 -20.51609
H44 18.55462 2.36518 -21.65228
H45 20.12041 1.57399 -22.04672
H46 20.83950 -1.35599 -19.82436
H47 21.22980 0.34708 -19.62032
H48 20.99302 -0.32759 -21.20017
C17 16.79527 3.66981 -18.01879
S9 17.08049 3.83964 -16.23171
O9 16.08732 4.86084 -15.73083
C18 16.75297 2.14776 -15.70520
H49 16.92990 4.59354 -18.58153
H50 15.80623 3.22673 -18.13530
H51 17.59235 3.00896 -18.35942
H52 17.25725 1.94418 -14.76055
H53 17.35204 1.54245 -16.38552
H54 15.70055 1.88444 -15.59950
C19 25.91785 2.70249 -14.90123
S10 26.97005 2.96312 -13.39526
O10 28.46657 3.01707 -13.76816
C20 26.55229 4.67468 -12.91293
H55 26.00755 3.56768 -15.55811
H56 24.88077 2.63112 -14.57343
H57 26.12158 1.75827 -15.40624
H58 27.27565 5.04061 -12.18426
H59 25.61194 4.66497 -12.36179
H60 26.39461 5.35882 -13.74671
C21 24.09607 8.84665 -16.84819
S11 23.45959 8.29207 -18.53300
O11 22.61040 7.02450 -18.41251
C22 22.29925 9.72741 -18.72453
H61 23.31992 8.88486 -16.08384
H62 24.60354 9.80659 -16.94351
H63 24.90748 8.22358 -16.47205
H64 21.42221 9.78558 -18.07992
H65 21.81592 9.54370 -19.68408
H66 22.84547 10.67058 -18.73695
C23 18.94521 -0.14886 -12.30444
S12 20.52470 -0.71109 -13.05159
O12 21.12018 0.44357 -13.79235
C24 21.48792 -0.93387 -11.50611
H67 18.22537 0.03619 -13.10174
H68 19.10040 0.88805 -12.00640
H69 18.47041 -0.73140 -11.51494
H70 21.57247 -0.06412 -10.85458
H71 22.47362 -1.10748 -11.93782
H72 21.24935 -1.82144 -10.92011
C25 19.76995 6.43024 -16.11583
S13 18.73768 7.93130 -15.96390
O13 17.54797 7.31518 -15.18325
C26 19.83643 8.82077 -14.68450
H73 19.01766 5.69896 -16.41148
H74 20.13274 6.18186 -15.11845
H75 20.58818 6.48796 -16.83365
H76 19.77998 8.37148 -13.69302
H77 19.31820 9.76898 -14.54153
H78 20.84674 9.08327 -14.99829
C27 25.50398 4.59355 -19.71425
S14 24.99050 3.58267 -21.21213
O14 23.78853 2.68447 -20.87876
C28 24.39063 5.02750 -22.16171
H79 24.63600 4.69058 -19.06211
H80 25.97419 5.57305 -19.80133
H81 26.31920 3.98794 -19.31832
H82 23.90589 4.76530 -23.10211
H83 25.10948 5.82822 -22.33554
H84 23.62581 5.53352 -21.57257

Summary:
Total charge: 0
HOMO (eV): -7.2828
Kohn-Sham gap (eV): 7.149
LUMO energy (eV): -0.13



Model x:
C28H84O14S14 | the ωB97M-V functional and the def2-TZVPD basis

Atoms and positions in Å:
C1 3.91813 -5.53412 -3.88615
S1 2.27201 -5.02656 -3.18147
O1 2.18073 -5.72899 -1.85992
C2 2.83274 -3.33578 -2.58962
H1 4.77697 -5.49062 -3.21637
H2 4.15785 -4.78077 -4.63655
H3 3.89450 -6.49385 -4.40233
H4 3.68872 -3.53745 -1.94563
H5 2.22874 -2.80951 -1.85048
H6 3.19867 -2.72766 -3.41690
C3 -4.37082 4.50036 -1.63270
S2 -3.74260 3.18241 -0.47522
O2 -2.38792 3.59554 0.22968
C4 -5.17359 3.35094 0.75641
H7 -5.43688 4.70848 -1.54158
H8 -4.25557 4.13448 -2.65297
H9 -3.79708 5.38795 -1.36604
H10 -5.08111 2.63358 1.57184
H11 -6.14205 3.17568 0.28794
H12 -5.31184 4.30285 1.26910
C5 2.81647 -0.91135 5.09155
S3 1.79247 0.65580 5.03259
O3 1.04734 0.64787 3.69972
C6 0.44840 0.12258 6.20967
H13 2.10499 -1.73691 5.07299
H14 3.52719 -0.82588 5.91354
H15 3.39521 -0.95558 4.16894
H16 0.85278 -0.04035 7.20868
H17 0.01717 -0.77249 5.76133
H18 -0.16357 1.02121 6.28741
C7 3.26926 -2.93692 1.56011
S4 2.64947 -3.89775 3.07558
O4 1.14329 -4.12500 2.91334
C8 3.24756 -5.54416 2.49794
H19 2.72447 -3.24456 0.66755
H20 4.32835 -3.18952 1.50903
H21 3.27705 -1.87668 1.81295
H22 4.18657 -5.78329 2.99712
H23 3.28885 -5.64446 1.41335
H24 2.59864 -6.39434 2.70820
C9 -3.07215 0.59360 6.17683
S5 -3.76863 0.26856 4.50232
O5 -4.46771 1.56081 3.97877
C10 -2.10803 0.42252 3.78262
H25 -3.87103 0.78211 6.89401
H26 -2.44492 1.48423 6.13859
H27 -2.64463 -0.36997 6.45404
H28 -1.57780 1.36996 3.87907
H29 -2.25641 0.31011 2.70863
H30 -1.49267 -0.43445 4.05657
C11 -2.49206 0.63050 -3.16344
S6 -2.52414 2.22382 -4.12333
O6 -1.16224 2.91350 -3.83746
C12 -2.51105 1.47564 -5.82699
H31 -2.46396 0.73692 -2.07901
H32 -1.55594 0.13223 -3.41548
H33 -3.32605 0.00059 -3.47289
H34 -3.34288 0.82252 -6.09079
H35 -1.49584 1.17381 -6.08457
H36 -2.80786 2.35279 -6.40197
C13 3.14563 0.73507 -3.23676
S7 2.12286 1.40333 -4.63950
O7 3.11087 2.29726 -5.34114
C14 2.05818 -0.15210 -5.55175
H37 4.20069 0.59695 -3.47311
H38 2.70729 -0.23796 -3.01502
H39 3.15851 1.34489 -2.33341
H40 1.40731 -0.03158 -6.41774
H41 1.65133 -0.97736 -4.96734
H42 3.00735 -0.63189 -5.79041
C15 2.69122 6.45503 1.96854
S8 1.65463 6.16255 3.48276
O8 0.48431 7.15753 3.22981
C16 1.12133 4.45130 3.00728
H43 2.13735 6.41631 1.03054
H44 3.48472 5.70941 2.01843
H45 3.19264 7.39360 2.20471
H46 1.89482 3.70565 3.19118
H47 0.61866 4.44247 2.04014
H48 0.40623 4.07954 3.74112
C17 4.01940 1.14410 1.86747
S9 4.41520 2.78517 1.11723
O9 3.10984 3.58625 0.89263
C18 5.33118 3.53234 2.52263
H49 3.51246 0.51203 1.13838
H50 3.20456 1.23458 2.58576
H51 4.87561 0.63454 2.30945
H52 5.40080 4.56885 2.19264
H53 6.37229 3.23313 2.64374
H54 4.75916 3.66796 3.44051
C19 -0.73370 5.45264 -1.12487
S10 -0.02691 7.11678 -1.56227
O10 -0.83974 7.73555 -2.73687
C20 -0.48053 8.01229 0.01412
H55 -1.80417 5.43448 -0.92026
H56 -0.34248 5.15986 -0.15053
H57 -0.38673 4.69869 -1.83145
H58 -1.55520 8.02264 0.19592
H59 -0.14522 9.04757 -0.04820
H60 -0.03487 7.55179 0.89584
C21 -4.40384 -0.65719 0.62537
S11 -5.18992 -2.31129 0.17236
O11 -6.69833 -2.07216 -0.02037
C22 -4.44553 -2.42332 -1.51537
H61 -3.38588 -0.80590 0.98557
H62 -4.91127 -0.23062 1.49061
H63 -4.49836 0.07799 -0.17381
H64 -5.01424 -3.11888 -2.13250
H65 -3.40859 -2.72700 -1.37174
H66 -4.52067 -1.42039 -1.93562
C23 -0.33139 -5.97689 0.70391
S12 -2.05373 -6.56178 0.37047
O12 -2.73049 -5.26261 -0.15159
C24 -1.55836 -7.51154 -1.07375
H67 -0.43882 -6.01119 1.78805
H68 -0.37370 -4.93056 0.40137
H69 0.47537 -6.59574 0.31116
H70 -1.27433 -6.92464 -1.94723
H71 -2.46521 -8.04714 -1.35458
H72 -0.80117 -8.27386 -0.89033
C25 0.31928 -1.29244 0.86557
S13 1.26830 -0.07049 -0.21654
O13 0.91063 -0.68118 -1.58821
C26 0.13226 1.35617 0.09008
H73 0.43809 -1.01461 1.91285
H74 0.59653 -2.29072 0.52693
H75 -0.75900 -1.23962 0.71517
H76 0.20643 1.74737 1.10475
H77 -0.93006 1.23392 -0.12113
H78 0.41968 2.17500 -0.56948
C27 -0.81779 -3.52645 -2.39639
S14 -2.13600 -3.63340 -3.72939
O14 -2.34204 -2.13485 -4.10849
C28 -0.96306 -4.48358 -4.86168
H79 -0.40892 -4.48487 -2.07644
H80 -1.18372 -2.95013 -1.54666
H81 0.02310 -2.99349 -2.84020
H82 -0.06274 -3.89329 -5.03223
H83 -1.44272 -4.61463 -5.83166
H84 -0.76221 -5.40027 -4.30723

Summary:
Total charge: 0
HOMO (eV): -7.7447
Kohn-Sham gap (eV): 7.359
LUMO energy (eV): -0.39



Which is less stable than every other structure shown? model x is.